Entry 1:
{"formula": "C5H12N2O", "method": "the ωB97M-V functional and the def2-TZVPD basis", "species": ["C", "C", "C", "N", "C", "C", "N", "O", "H", "H", "H", "H", "H", "H", "H", "H", "H", "H", "H", "H"], "positions_angstrom": [[1.22145, -0.39281, 2.32124], [1.26308, -1.41865, 1.18100], [0.09065, -1.38884, 0.21503], [0.05260, -0.11082, -0.51042], [-1.28046, 0.14862, -1.04636], [-1.34214, 1.36189, -1.99036], [-0.57647, 2.45918, -1.70032], [-2.13175, 1.35185, -2.90548], [0.90048, 0.58314, 1.95215], [0.39284, -0.63313, 2.99530], [2.15373, -0.40934, 2.87087], [1.40573, -2.39489, 1.64415], [2.10429, -1.18915, 0.51330], [-0.86203, -1.54446, 0.75274], [0.14090, -2.16803, -0.53746], [0.40230, 0.70281, -0.02471], [-2.10240, 0.22953, -0.32872], [-1.53342, -0.66859, -1.72410], [0.29014, 2.34186, -1.21696], [-0.58953, 3.13983, -2.46089]], "forces_ev_per_angstrom": [[-1.346, -0.372, -0.488], [0.448, 0.356, -0.408], [-0.563, 0.824, 0.717], [-0.673, -0.001, -0.407], [0.749, 0.234, -1.160], [-0.226, -0.505, 0.665], [-0.310, 0.221, -0.706], [-0.174, 0.215, -0.291], [0.741, 0.258, 0.077], [0.223, -0.290, 0.204], [0.090, 0.418, 0.061], [-0.010, -0.173, -0.374], [0.321, -0.260, 0.436], [0.110, 0.022, 0.050], [0.229, -0.294, -0.038], [-0.032, -0.411, 0.581], [0.073, 0.096, 0.316], [-0.079, -0.116, 0.185], [0.272, -0.006, 0.088], [0.158, -0.216, 0.491]], "relative_energy_kj_mol": 97.4, "smiles": "CCCNCC(N)=O", "lumo_energy_ev": 0.84, "homo_ev": -9.111, "homo_lumo_gap_ev": 9.956, "charge": 0, "molar_mass_g_mol": 116.16}

Entry 2:
{"formula": "C3H3O3Yb", "method": "the ωB97M-V functional and the def2-TZVPD basis", "species": ["H", "O", "C", "O", "O", "Yb", "H", "C", "C", "H"], "positions_angstrom": [[-0.05166, 1.35021, 2.81328], [-0.67124, 1.70916, 0.48116], [-0.12224, 0.75527, 0.94725], [0.19670, 0.60052, 2.25595], [0.32358, -0.33280, 0.35002], [1.05482, -1.76913, 2.13124], [0.25597, -0.36644, -0.78389], [-0.37902, -0.68175, -2.68599], [0.81699, -0.34847, -2.68148], [-1.42389, -0.91656, -2.82754]], "forces_ev_per_angstrom": [[-0.163, 0.141, -0.319], [0.337, -0.685, 0.619], [-0.569, 1.315, -1.769], [0.361, -0.448, 1.370], [0.023, -0.642, -1.183], [0.005, 0.137, -0.291], [0.053, 0.219, 0.006], [-0.289, 0.015, 0.558], [-0.180, -0.128, 1.011], [0.424, 0.075, -0.003]], "relative_energy_kj_mol": 0.0, "multiplicity": 2, "lumo_energy_ev": [-0.70, -1.46], "s_squared": 0.75, "homo_ev": [-6.936, -7.930], "homo_lumo_gap_ev": [6.233, 6.471], "charge": 0, "molar_mass_g_mol": 260.09}

Entry 3:
{"formula": "C27H66Cl6O6", "method": "the ωB97M-V functional and the def2-TZVPD basis", "species": ["C", "C", "O", "C", "C", "H", "H", "H", "H", "H", "H", "H", "H", "H", "H", "C", "C", "O", "C", "C", "H", "H", "H", "H", "H", "H", "H", "H", "H", "H", "C", "C", "O", "C", "C", "H", "H", "H", "H", "H", "H", "H", "H", "H", "H", "C", "C", "O", "C", "C", "H", "H", "H", "H", "H", "H", "H", "H", "H", "H", "C", "C", "O", "C", "C", "H", "H", "H", "H", "H", "H", "H", "H", "H", "H", "C", "C", "O", "C", "C", "H", "H", "H", "H", "H", "H", "H", "H", "H", "H", "Cl", "C", "Cl", "H", "H", "Cl", "C", "Cl", "H", "H", "Cl", "C", "Cl", "H", "H"], "positions_angstrom": [[-5.36846, -1.04219, 2.62886], [-4.38151, -2.14255, 2.21653], [-3.30657, -1.68147, 1.38095], [-2.11442, -2.45218, 1.51217], [-2.13093, -3.83958, 0.92222], [-6.10853, -1.50050, 3.28274], [-4.79417, -0.25967, 3.07499], [-5.96873, -0.70667, 1.78251], [-3.85919, -2.45691, 3.21351], [-4.82611, -2.99747, 1.69790], [-1.25088, -1.84823, 1.14375], [-1.96578, -2.43926, 2.65104], [-2.44872, -3.81233, -0.13407], [-2.76272, -4.51697, 1.47699], [-1.11769, -4.21481, 0.93705], [1.34598, -3.72069, -4.27442], [2.06086, -2.60357, -5.01848], [2.46488, -1.58699, -4.13200], [3.00905, -0.43999, -4.81254], [2.76599, 0.89780, -4.07688], [1.97124, -4.20629, -3.48584], [0.50863, -3.30414, -3.78504], [0.98640, -4.53500, -4.90037], [2.83813, -3.16330, -5.56227], [1.39954, -2.12767, -5.74345], [4.10734, -0.63355, -4.96879], [2.45001, -0.35021, -5.75233], [2.81553, 1.76217, -4.76905], [3.48020, 1.11696, -3.28407], [1.76582, 0.91060, -3.63091], [-3.84969, 4.00354, 5.01139], [-2.89447, 4.83720, 4.16832], [-3.58298, 5.06403, 2.94532], [-2.73832, 5.82784, 2.07520], [-3.42197, 5.98417, 0.65696], [-4.76981, 4.54761, 5.12213], [-4.06558, 3.06751, 4.49201], [-3.37427, 3.84236, 5.99940], [-2.63087, 5.80472, 4.64760], [-1.99435, 4.30557, 3.90430], [-2.74514, 6.78137, 2.59497], [-1.75299, 5.36373, 2.03342], [-4.47222, 6.24510, 0.82907], [-3.37838, 5.05903, 0.07545], [-2.85624, 6.69639, 0.06418], [-0.73566, 0.32627, -6.07710], [-0.90391, -0.34559, -4.68910], [-1.93815, -1.29720, -4.80979], [-2.04921, -2.04316, -3.62985], [-2.69029, -3.37990, -4.01972], [-0.14806, 1.21117, -6.12050], [-0.44385, -0.45585, -6.76799], [-1.72395, 0.61174, -6.42233], [0.01092, -0.95717, -4.46725], [-1.14907, 0.45093, -3.93609], [-1.14653, -2.31665, -3.12058], [-2.69817, -1.51544, -2.92848], [-1.93179, -3.98706, -4.57459], [-3.63052, -3.18849, -4.59179], [-2.91408, -3.90917, -3.08233], [5.50596, -1.01307, 0.64775], [5.91235, -2.50685, 0.54615], [5.12848, -3.26367, -0.41833], [5.77334, -3.30098, -1.68109], [4.83166, -3.89017, -2.64651], [5.72978, -0.40372, -0.24709], [4.41222, -0.86839, 0.86353], [6.00155, -0.52140, 1.47110], [7.00455, -2.64708, 0.44436], [5.58288, -2.99778, 1.57386], [5.99125, -2.26197, -2.01375], [6.75108, -3.87533, -1.57837], [4.47666, -4.86497, -2.31624], [5.37438, -4.05870, -3.55797], [3.96323, -3.22698, -2.77378], [-2.54326, 1.34454, 2.79561], [-2.34983, 1.17105, 1.34496], [-1.08194, 0.62147, 1.10833], [-0.94318, 0.17991, -0.25623], [0.44689, -0.40052, -0.32651], [-1.90025, 2.11710, 3.24655], [-3.53668, 1.68250, 3.01487], [-2.32384, 0.35623, 3.30608], [-3.08830, 0.45506, 0.91898], [-2.41947, 2.20166, 0.83751], [-1.73465, -0.51053, -0.41185], [-1.07300, 1.02812, -0.97334], [0.55151, -1.10304, 0.51037], [1.14071, 0.43166, -0.14175], [0.64575, -0.77849, -1.34008], [0.58065, 4.49885, 3.08062], [1.23195, 5.48339, 4.35022], [1.53676, 4.48490, 5.77548], [2.14144, 5.96856, 3.94782], [0.48929, 6.18828, 4.73599], [4.11914, 0.28905, 4.77189], [3.68288, 2.04187, 4.57111], [4.76191, 2.79641, 3.42437], [2.70301, 2.13518, 4.14404], [3.85757, 2.47272, 5.55250], [1.00609, -2.42478, 3.39011], [0.76769, -0.72004, 3.63782], [-0.02639, -0.28829, 5.24684], [1.81795, -0.41653, 3.65102], [0.15467, -0.34518, 2.80010]], "forces_ev_per_angstrom": [[-0.069, -1.365, -1.405], [1.620, -0.247, 1.447], [-0.510, 0.134, -0.436], [0.428, 1.143, 2.218], [-0.106, 0.398, -0.537], [0.231, 0.140, 0.470], [-0.074, 0.637, 0.419], [0.302, 0.364, -0.145], [-1.021, -0.040, -1.529], [-0.296, -0.011, 0.460], [-1.003, -0.464, -0.030], [0.283, -0.655, -1.309], [0.004, 0.020, 0.369], [-0.243, -0.223, 0.095], [0.305, -0.251, 0.066], [0.741, -0.332, 0.800], [-0.238, -1.098, -0.237], [0.467, 0.464, 0.332], [0.194, 0.008, 0.132], [-0.035, -0.109, 0.039], [-0.219, 0.576, -0.645], [-1.080, 0.320, 0.715], [0.120, 0.195, -0.419], [0.598, 0.933, -0.040], [-0.182, -0.266, -0.356], [-0.999, 0.337, -0.204], [0.480, -0.122, -0.226], [0.032, -0.633, 0.108], [0.052, -0.267, 0.074], [0.081, -0.109, -0.097], [1.210, 0.160, 0.337], [-1.201, -0.069, -0.332], [0.367, -0.111, -0.557], [-1.832, -0.053, -0.749], [0.744, -0.762, 1.472], [-0.435, 0.230, 0.215], [0.117, 0.065, 0.313], [-0.488, -0.214, -0.430], [-0.100, -0.349, -0.089], [0.539, -0.264, 0.389], [0.801, 0.664, -0.416], [0.074, 0.226, -0.167], [0.319, 0.227, -0.295], [-0.104, -0.125, 0.332], [-0.249, 0.460, 0.074], [-1.404, -1.357, 0.625], [0.834, 0.566, -0.959], [0.549, 0.389, 0.135], [-1.987, -1.233, -0.426], [0.066, 0.118, 0.168], [0.904, 0.448, 0.165], [0.529, 0.099, -0.286], [-0.331, 0.164, 0.055], [-0.417, 1.132, 0.380], [0.359, -0.837, -0.186], [1.041, 0.511, 0.094], [0.006, 0.133, 0.236], [-0.891, 0.464, 0.144], [0.842, -0.431, 0.318], [-0.160, -0.064, -0.330], [-0.857, -0.003, -0.602], [-2.017, -0.790, 2.247], [1.316, 0.937, 0.653], [1.051, 0.533, 0.912], [-0.754, -0.506, -0.259], [-0.012, -0.476, 0.183], [0.896, -0.511, -0.330], [0.431, -0.039, 0.353], [-0.497, -0.009, -0.274], [0.917, 0.957, -1.934], [0.243, -0.427, 0.203], [-0.983, 0.584, -0.270], [-0.044, -0.071, 0.158], [-0.053, 0.085, -0.811], [0.357, -0.222, -0.207], [0.783, -0.835, 1.618], [-0.522, 1.103, -1.583], [0.561, 0.086, -0.672], [0.654, 1.373, 0.784], [-0.075, 0.679, -0.249], [0.152, -0.360, -0.291], [-0.700, -0.114, 0.046], [-0.416, 1.120, -0.333], [0.139, 0.807, 0.265], [-0.084, -1.311, 0.346], [-0.690, -0.906, -0.540], [0.062, -0.389, 0.504], [0.275, -0.249, -0.639], [0.003, -0.276, -0.048], [0.124, -0.371, 0.526], [-0.186, -0.394, -0.751], [0.159, 0.678, 0.473], [0.509, -0.120, 0.298], [-0.493, -0.303, 0.652], [0.218, 0.064, -0.683], [-0.342, 0.523, -0.130], [0.889, -0.948, 0.285], [0.410, 0.375, -0.336], [-0.515, -0.129, 0.371], [-0.443, 0.136, -0.215], [-0.374, -1.133, 0.079], [0.090, 0.466, 0.292], [0.615, -0.347, -1.267], [-0.648, 0.902, 0.150], [0.285, 0.172, 0.666]], "smiles": "CCOCC.CCOCC.CCOCC.CCOCC.CCOCC.CCOCC.ClCCl.ClCCl.ClCCl", "lumo_energy_ev": 0.45, "homo_ev": -9.513, "homo_lumo_gap_ev": 9.959, "charge": 0, "molar_mass_g_mol": 699.54}

Question: What is the charge in the third record?
Answer: 0

Question: Number 3 is which compound?
Answer: C27H66Cl6O6